{"formula": "C64H54CsO2P3Si", "method": "ωB97M-V/def2-TZVPD", "species": ["Cs", "C", "C", "C", "C", "C", "C", "P", "C", "C", "C", "C", "C", "C", "C", "C", "C", "C", "C", "C", "Si", "C", "C", "C", "C", "C", "C", "P", "C", "C", "C", "C", "C", "C", "C", "C", "C", "C", "C", "C", "C", "C", "C", "C", "C", "C", "P", "C", "C", "C", "C", "C", "C", "C", "C", "C", "C", "C", "C", "H", "H", "H", "H", "H", "H", "H", "H", "H", "H", "H", "H", "H", "H", "H", "H", "H", "H", "H", "H", "H", "H", "H", "H", "H", "H", "H", "H", "H", "H", "H", "H", "H", "H", "H", "H", "H", "H", "H", "H", "H", "H", "O", "H", "H", "O", "H", "H", "H", "C", "C", "C", "C", "C", "C", "C", "C", "C", "C", "H", "H", "H", "H", "H", "H", "H"], "coordinates": [[-3.113, 6.534, -2.791], [2.712, -4.326, -1.620], [1.833, -5.267, -1.087], [1.093, -5.101, 0.059], [1.214, -3.813, 0.660], [1.676, -2.755, -0.123], [2.585, -3.018, -1.131], [1.296, -3.512, 2.435], [1.309, -5.257, 3.127], [0.473, -5.437, 4.234], [0.641, -6.612, 4.959], [1.453, -7.711, 4.590], [2.220, -7.607, 3.430], [2.057, -6.394, 2.698], [-0.477, -3.056, 2.664], [-1.416, -4.054, 2.597], [-2.758, -3.758, 2.833], [-3.228, -2.439, 2.641], [-2.311, -1.404, 2.473], [-0.907, -1.712, 2.391], [0.183, -0.709, 1.270], [0.972, 0.828, 2.007], [1.851, 1.275, 1.039], [3.073, 0.643, 0.970], [3.671, 0.230, 2.213], [2.889, 0.271, 3.438], [1.391, 0.527, 3.485], [0.771, 1.123, 4.920], [0.322, 0.014, 6.219], [0.275, -1.371, 6.161], [0.198, -2.114, 7.331], [-0.158, -1.455, 8.514], [0.042, -0.088, 8.635], [0.236, 0.652, 7.482], [-0.863, 1.818, 4.528], [-2.058, 1.127, 4.342], [-3.216, 1.843, 3.825], [-3.151, 3.085, 3.336], [-1.913, 3.751, 3.432], [-0.837, 3.162, 4.101], [-0.840, -0.034, -0.025], [-1.046, 1.253, 0.334], [-1.440, 2.200, -0.607], [-1.272, 1.897, -1.939], [-1.071, 0.514, -2.319], [-0.917, -0.468, -1.419], [-0.990, -2.203, -2.024], [-1.540, -2.106, -3.808], [-2.617, -1.343, -4.254], [-3.095, -1.547, -5.581], [-2.557, -2.451, -6.403], [-1.410, -3.098, -6.005], [-0.848, -2.891, -4.768], [-2.436, -3.093, -1.373], [-2.436, -4.290, -0.533], [-3.641, -4.896, -0.250], [-4.752, -4.492, -0.982], [-4.819, -3.352, -1.716], [-3.706, -2.540, -1.703], [3.461, -4.603, -2.374], [1.716, -6.218, -1.605], [0.622, -5.930, 0.592], [1.460, -1.700, 0.282], [3.143, -2.196, -1.525], [-0.178, -4.595, 4.677], [0.107, -6.675, 5.885], [1.417, -8.675, 5.100], [3.127, -8.171, 3.254], [2.746, -6.352, 1.812], [-1.025, -5.037, 2.435], [-3.453, -4.545, 3.174], [-4.275, -2.173, 2.532], [-2.651, -0.420, 2.309], [1.575, 1.915, 0.246], [3.779, 0.337, 0.267], [4.753, 0.109, 2.263], [3.271, 0.228, 4.470], [0.118, -1.828, 5.170], [0.242, -3.192, 7.323], [-0.723, -1.953, 9.302], [0.098, 0.496, 9.558], [0.377, 1.736, 7.518], [-2.188, 0.052, 4.567], [-4.159, 1.260, 3.918], [-4.055, 3.582, 2.940], [-1.817, 4.739, 3.011], [0.095, 3.730, 4.298], [-1.128, 1.551, 1.376], [-1.709, 3.162, -0.113], [-1.269, 2.656, -2.697], [-1.083, 0.292, -3.356], [-2.917, -0.503, -3.619], [-3.887, -0.915, -6.041], [-3.083, -2.667, -7.329], [-0.785, -3.690, -6.739], [-0.020, -3.508, -4.452], [-1.466, -4.638, -0.144], [-3.622, -5.725, 0.440], [-5.547, -5.280, -0.923], [-5.630, -3.017, -2.374], [-3.817, -1.540, -2.070], [7.656, 0.614, -4.423], [8.449, 1.135, -4.473], [6.981, 1.267, -4.671], [-0.375, 7.298, -2.669], [0.223, 7.547, -3.620], [0.320, 7.316, -2.001], [-1.787, 4.905, -5.392], [4.321, 7.838, -6.943], [4.281, 7.149, -5.724], [3.202, 7.238, -4.872], [2.144, 8.086, -5.313], [0.854, 8.041, -4.711], [-0.097, 8.889, -5.106], [0.006, 9.777, -6.182], [1.239, 9.924, -6.780], [2.241, 8.927, -6.565], [3.490, 8.873, -7.259], [5.052, 7.494, -7.661], [5.167, 6.623, -5.309], [3.114, 6.782, -3.917], [-0.962, 8.915, -4.475], [-0.912, 10.308, -6.456], [1.395, 10.409, -7.751], [3.780, 9.573, -7.991]], "atomic_forces_ev_per_a": [[0.82, -0.29, -0.58], [-0.19, 0.66, 0.39], [-0.02, -1.50, -1.39], [0.82, 1.90, 1.11], [-0.12, -1.10, -0.87], [1.32, 0.04, 0.08], [-0.56, -0.82, -0.61], [-0.35, 0.19, 0.35], [-0.82, -0.70, -0.99], [0.87, 0.36, 1.58], [-0.32, -0.89, 0.12], [-0.39, 0.30, -0.52], [-0.63, 2.63, 0.39], [1.72, 0.23, -0.25], [-0.46, 1.49, -1.75], [-0.85, 0.15, 1.42], [-0.92, 0.17, -0.50], [0.63, -0.04, 0.66], [1.75, -2.59, -0.48], [-1.54, -0.47, 1.44], [0.09, 0.54, 3.03], [-1.49, -2.18, 4.65], [3.20, -0.34, -1.22], [0.60, 0.68, 3.64], [-2.65, -0.28, 3.04], [-1.54, 1.08, -0.65], [5.11, -1.15, -7.00], [-0.86, 2.53, 2.04], [-0.32, -0.60, 1.36], [-0.06, -0.11, -0.64], [-1.45, 0.35, 0.43], [0.38, -0.48, 0.44], [-0.27, 1.30, -0.72], [0.74, -0.43, -0.54], [-0.65, 0.14, -1.25], [-1.12, 0.90, -0.18], [0.31, -3.99, 1.85], [0.20, 1.91, -0.49], [0.23, -0.14, 0.48], [-0.02, 0.55, -0.34], [-0.03, -2.22, -1.99], [-2.51, 1.44, -0.38], [0.62, 0.97, 0.39], [0.08, -1.01, 0.01], [-0.23, 3.02, -0.34], [-1.26, -0.06, 2.04], [1.87, -0.86, -0.17], [0.38, 0.15, -0.20], [0.39, 0.17, -1.24], [-1.61, 2.75, 1.90], [0.27, -1.42, -1.17], [2.05, -1.03, -1.57], [-1.25, -0.24, 1.43], [-2.04, 0.18, 1.81], [1.07, 2.31, -1.39], [1.09, 0.49, -0.62], [-1.63, -3.11, 1.06], [-0.30, 0.89, -0.44], [1.54, -0.91, -0.05], [-0.55, 0.16, 0.20], [0.34, -0.08, 0.08], [0.13, 0.25, -0.36], [1.09, -1.46, -0.55], [0.32, 0.32, -0.41], [1.22, -1.54, -0.87], [-0.41, -0.27, 0.40], [0.16, 0.53, 0.46], [-0.56, -0.68, -0.42], [-0.88, 0.51, 0.83], [-0.50, -0.70, 0.42], [0.22, 0.26, -0.88], [-0.14, -0.41, 0.53], [-0.25, 0.96, -0.47], [-0.99, 0.15, -1.18], [0.54, 0.91, -2.50], [-0.31, -0.46, -0.01], [0.77, -0.13, -0.68], [0.89, -0.04, 0.46], [-0.38, -0.19, -0.18], [0.97, -0.44, 0.24], [-0.68, -0.64, 0.08], [0.06, -0.32, 0.07], [0.29, 0.86, 0.06], [0.56, 0.63, -0.51], [0.71, -0.27, 0.12], [0.09, 0.23, 0.09], [-0.65, -0.33, -0.43], [0.21, -0.17, -0.29], [0.19, -0.34, -1.27], [-0.37, 0.20, -0.41], [0.17, 0.09, -0.74], [-0.57, -0.53, -0.46], [0.39, -0.40, 0.93], [0.53, 0.07, -0.14], [-1.10, 0.40, 0.83], [0.34, 0.23, 0.03], [-0.61, 0.11, -0.23], [-0.42, -0.23, -0.08], [0.15, 1.25, -0.30], [-0.16, -0.45, 0.75], [0.32, 0.20, -0.33], [-0.75, 0.30, -0.22], [0.71, 0.18, 0.06], [0.03, -0.47, 0.17], [-1.22, -0.29, 1.81], [1.30, -0.44, -0.55], [-0.17, -0.04, -0.12], [-0.52, 0.09, 0.35], [1.01, -0.16, -0.22], [0.22, -0.89, 1.77], [-0.19, 1.84, -2.10], [-1.59, 0.17, -2.21], [1.83, -0.50, 1.33], [-0.84, 1.13, -0.83], [0.21, 0.58, 0.22], [-0.18, -1.56, -1.97], [1.55, 0.23, 3.41], [-1.54, -1.25, 1.10], [0.68, 0.54, 0.06], [-0.54, -0.05, -0.97], [0.05, -0.48, 0.56], [-0.97, -0.01, -0.07], [0.58, 0.30, -0.18], [-0.39, 0.51, 0.44], [-0.11, 0.54, -1.25]], "relative_energy_kcal_mol": 154.23, "energy_ha": -3954.78158, "orbital_gap_ev": 3.578, "charge": -2, "e_lumo_ev": 2.6, "homo_energy_ha": -0.0360}